No. 1
This record from OMol25 describes one molecule with the formula C7H7IS. The level of theory is the ωB97M-V functional and the def2-TZVPD basis.

Summary:
LUMO energy (spin up / spin down) in eV: 0.488 / -2.448
2S+1: 3
Orbital gap (spin up / spin down) in Eh: 0.19580 / 0.24039
Charge: 0

Each line ends with the Mulliken charge.
Geometry (Å):
C1 -2.5146 -0.3307 -0.8542  -0.22
C2 -1.2707 0.3059 -1.2135  -0.79
C3 -2.4451 -1.1907 0.1686  -0.53
C4 -0.2300 -0.0355 -0.4218  0.53
C5 1.5646 0.6872 1.2521  -0.62
C6 1.0446 0.5730 -0.1629  -0.37
C7 2.2687 -0.2179 0.2886  -0.33
S1 -0.8021 -1.2463 0.7407  -0.25
I1 4.1694 0.3157 -0.3980  0.06
H1 -3.3213 0.0081 -1.3734  0.47
H2 -1.1553 1.2044 -1.9003  0.25
H3 -3.2766 -1.9141 0.4954  0.34
H4 1.8387 1.5706 1.7485  0.29
H5 1.0618 0.0729 1.9914  0.22
H6 1.2284 1.3520 -0.8669  0.49
H7 1.8394 -1.1547 0.5057  0.47

***

No. 2
This record from OMol25 describes a 3-piece molecular cluster, C29H45Cl2F6INO7 overall. The level of theory is the ωB97M-V functional and the def2-TZVPD basis.

Summary:
LUMO energy in eV: -2.823
Orbital gap in Eh: 0.35048
Charge: +1

Each line ends with the Mulliken charge.
Geometry (Å):
C1 -3.0659 -2.0044 -2.2573  -0.20
C2 -2.5645 -0.9107 -2.4099  -2.16
C3 -1.8554 0.3538 -2.3718  0.54
C4 -2.0878 1.2921 -1.1837  -0.26
Cl1 -1.6713 3.0187 -1.6307  -0.05
C5 -3.4468 1.4438 -0.5167  -0.79
I1 -3.9365 -0.2992 0.6616  0.19
C6 -4.5834 1.9131 -1.4208  -0.71
C7 -5.1792 0.8689 -2.3878  -1.04
N1 -0.9538 0.9342 -0.2754  0.52
C8 0.2324 0.7556 -1.1582  0.10
C9 1.2852 0.0429 -0.2950  -0.15
C10 1.6731 0.7924 0.9831  -1.65
C11 2.1796 2.2350 0.8521  -0.66
C12 3.2645 2.4727 -0.1513  0.47
O1 3.9314 1.6183 -0.6571  -0.53
O2 3.5120 3.8011 -0.3960  -0.38
C13 2.6689 4.3952 -1.3901  0.82
C14 3.5328 5.1854 -2.3495  -1.40
C15 -0.2728 0.0640 -2.4520  2.19
C16 0.1337 -1.3659 -2.6843  -2.94
O3 -0.0345 -2.1738 -1.5318  0.22
C17 1.0725 -3.0034 -1.2416  -0.66
C18 0.9788 -4.3578 -1.9508  -1.20
C19 0.1250 0.8939 -3.7037  -0.64
Cl2 -0.5870 0.1838 -5.1907  -0.10
C20 1.6379 1.0291 -3.9291  -0.28
C21 1.8952 2.2100 -4.8575  -1.76
H1 -3.5639 -2.9139 -2.4342  0.57
H2 -2.2379 0.8977 -3.2288  0.89
H3 -3.3203 2.2145 0.2323  0.71
H4 -4.3256 2.7975 -1.9905  0.35
H5 -5.3781 2.2086 -0.7477  0.51
H6 -4.8188 1.0523 -3.3939  0.34
H7 -5.0504 -0.1540 -2.0721  0.21
H8 -6.2478 1.0427 -2.4286  0.36
H9 -0.8717 1.7377 0.3507  0.70
H10 -1.2548 0.1183 0.2778  0.55
H11 0.7423 1.6619 -1.4532  -0.54
H12 2.1387 -0.1658 -0.9301  0.63
H13 0.9285 -0.9262 0.0333  -0.14
H14 0.7758 0.8541 1.5978  0.52
H15 2.3582 0.1829 1.5514  0.60
H16 2.6182 2.4856 1.8156  0.65
H17 1.3643 2.9439 0.7339  0.17
H18 1.8745 4.9981 -0.9558  0.29
H19 2.1776 3.5919 -1.9417  -0.55
H20 4.3609 5.6692 -1.8521  0.37
H21 3.9335 4.4939 -3.0801  0.30
H22 2.9027 5.8959 -2.8732  0.39
H23 -0.4168 -1.8145 -3.5002  0.68
H24 1.1754 -1.3756 -3.0019  0.71
H25 1.0132 -3.2170 -0.1779  0.47
H26 2.0378 -2.5214 -1.3953  0.43
H27 0.3277 -4.9749 -1.3456  0.18
H28 1.9451 -4.8306 -2.0383  0.40
H29 0.4958 -4.2410 -2.9154  0.27
H30 -0.2810 1.8939 -3.6369  0.50
H31 1.9747 0.1483 -4.4645  0.40
H32 2.1997 1.0990 -3.0015  0.34
H33 1.3565 2.0331 -5.7819  0.46
H34 2.9383 2.3157 -5.1211  0.43
H35 1.5070 3.1373 -4.4532  0.36
C22 4.2527 1.8720 6.1373  -1.04
C23 3.0879 1.3843 6.9708  -0.21
O4 1.8453 1.9579 6.5095  -0.33
C24 1.2690 1.3611 5.4861  0.42
O5 1.6693 0.3985 4.8976  -0.52
C25 -0.0571 2.0622 5.1548  0.84
F1 0.0701 3.3906 5.1624  -0.26
F2 -0.9991 1.7314 6.0381  -0.26
F3 -0.4931 1.7048 3.9361  -0.22
H36 4.2837 2.9617 6.1248  0.31
H37 5.1912 1.4975 6.5427  0.38
H38 4.1643 1.5352 5.1040  0.26
H39 3.1996 1.7106 8.0019  0.33
H40 3.0224 0.2977 6.9765  0.31
C26 -1.6881 -3.4765 1.0951  -0.18
C27 -2.1651 -4.8147 0.5743  -0.47
O6 -2.0727 -5.8233 1.5896  -0.35
C28 -3.0847 -5.8651 2.4506  0.34
O7 -4.0370 -5.1442 2.4475  -0.51
C29 -2.8768 -7.0173 3.4440  0.90
F4 -1.6144 -7.0579 3.8833  -0.24
F5 -3.1473 -8.1877 2.8553  -0.25
F6 -3.6757 -6.8865 4.4953  -0.23
H41 -0.6775 -3.5600 1.4986  0.24
H42 -1.6890 -2.7362 0.2931  -0.38
H43 -2.3302 -3.1186 1.9010  0.52
H44 -1.5281 -5.1503 -0.2422  0.27
H45 -3.1833 -4.7551 0.1906  0.35

***

No. 3
This record from OMol25 describes C13H9Cl6N2O4ReS as an isolated structure. The level of theory is the ωB97M-V functional and the def2-TZVPD basis.

Summary:
LUMO energy (spin up / spin down) in eV: -3.798 / -5.104
2S+1: 4
Orbital gap (spin up / spin down) in Eh: 0.31111 / 0.26336
Charge: +1

Each line ends with the Mulliken charge.
Geometry (Å):
Re1 0.2206 -0.7753 0.0650  1.02
N1 2.4003 -0.8065 0.3568  -0.51
C1 3.0328 -2.1288 0.1478  -0.42
C2 1.9718 -3.0978 -0.3581  0.44
O1 2.0971 -4.2772 -0.4386  -0.53
O2 0.8394 -2.4568 -0.7153  -0.63
H1 2.7987 -0.1244 -0.2825  0.34
H2 2.5874 -0.4471 1.2943  0.35
H3 3.4824 -2.4945 1.0682  0.36
H4 3.8193 -2.0474 -0.6008  0.31
S1 -3.0807 -3.9963 0.1905  -0.06
C3 -3.6346 -2.7749 -0.8613  -0.27
C4 -2.7155 -1.7873 -0.9664  -0.76
N2 -1.5816 -1.9981 -0.2116  0.15
C5 -1.6551 -3.1421 0.4378  -0.04
H5 -4.5866 -2.8387 -1.3591  0.44
H6 -2.7931 -0.9045 -1.5768  0.55
H7 -0.8607 -3.5233 1.0598  0.31
Cl1 0.9231 0.6366 -2.6036  -0.06
C6 1.1190 1.7535 -1.2880  1.27
C7 0.9160 1.2385 -0.0178  -1.64
C8 1.2143 2.0512 1.0680  0.77
Cl2 1.1875 1.3701 2.6626  -0.10
C9 1.5946 3.3822 0.8919  0.02
Cl3 1.9249 4.3739 2.2458  -0.15
C10 1.7101 3.8980 -0.4036  0.45
Cl4 2.1435 5.5347 -0.6354  -0.14
C11 1.4951 3.0735 -1.5110  -0.11
Cl5 1.6784 3.6667 -3.1029  -0.15
Cl6 -4.2805 0.5227 1.5636  -0.16
C12 -3.0405 1.6662 0.9953  -0.65
C13 -1.9121 0.8760 0.3963  1.02
O3 -1.6759 0.8371 -0.8149  -0.50
O4 -1.1666 0.1852 1.2143  -0.59
H8 -2.6921 2.2441 1.8481  0.31
H9 -3.4807 2.3107 0.2414  0.38

***

No. 4
This record from OMol25 describes an isolated ion of composition C3H11N4 and charge +1. The level of theory is the ωB97M-V functional and the def2-TZVPD basis.

Summary:
SMILES: [H]/N=C(/N)N(C)[NH2+]C
LUMO energy in eV: -3.159
Orbital gap in Eh: 0.37947
Charge: +1

Each line ends with the Mulliken charge.
Geometry (Å):
C1 1.5157 0.0322 -0.1737  0.64
C2 -0.4760 -1.6380 0.6933  -0.85
C3 -1.3079 1.6969 -0.2711  -0.72
N1 1.6883 -0.0960 -1.3613  -0.52
N2 2.2396 0.0707 0.9238  -0.30
N3 -0.1725 -0.1999 0.5073  -0.36
N4 -1.0741 0.2737 -0.4879  -0.17
H1 -1.4413 -1.9272 1.3408  0.30
H2 -0.7106 -2.1636 -0.3169  0.33
H3 0.3196 -2.0995 1.3197  0.30
H4 -1.8164 2.2414 -1.2379  0.32
H5 -1.9882 1.9335 0.6672  0.28
H6 -0.2686 2.0887 -0.2017  0.30
H7 1.2468 -0.1451 -2.2684  0.27
H8 3.1672 0.1256 0.8836  0.21
H9 1.7579 0.0571 1.7968  0.24
H10 -1.9875 -0.1328 -0.3878  0.37
H11 -0.6920 -0.1176 -1.4258  0.35

***

No. 5
This record from OMol25 describes a 2-piece molecular cluster, C3H9NO3 overall. The level of theory is the ωB97M-V functional and the def2-TZVPD basis.

Summary:
SMILES: CNCC(=O)O.O
LUMO energy in eV: 0.486
Orbital gap in Eh: 0.36389
Charge: 0

Each line ends with the Mulliken charge.
Geometry (Å):
C1 -1.7354 1.2138 0.9165  -0.87
N1 -1.1366 1.0772 -0.3999  -0.37
C2 -0.0119 0.1763 -0.4200  -0.27
C3 0.3593 -0.1428 -1.8457  0.38
O1 1.7072 -0.0837 -2.0544  -0.47
O2 -0.3919 -0.3754 -2.7466  -0.52
H1 -2.4320 2.0483 0.8942  0.33
H2 -2.2171 0.2818 1.1950  0.29
H3 -1.0117 1.4442 1.7137  0.32
H4 -0.8136 1.9796 -0.7224  0.24
H5 0.8739 0.5189 0.1275  0.28
H6 -0.3234 -0.7593 0.0520  0.30
H7 1.7987 -0.3676 -2.9817  0.35
H8 1.5383 -3.0585 1.8868  0.32
H9 1.9707 -1.5986 1.8931  0.32
O3 1.8256 -2.3541 2.4918  -0.64

***

No. 6
This record from OMol25 describes a 11-piece molecular cluster, C42H103N5O11 overall. The level of theory is the ωB97M-V functional and the def2-TZVPD basis.

Summary:
SMILES: CC1(C)CCCC(C)(C)N1O.CC1(C)CCCC(C)(C)N1O.CC1(C)CCCC(C)(C)N1O.NC(N)=O.CCO.CCO.CCO.CCO.CCO.CCO.CCO
LUMO energy in eV: 0.249
Orbital gap in Eh: 0.30748
Charge: 0

Each line ends with the Mulliken charge.
Geometry (Å):
C1 1.6998 -1.8592 6.3937  -1.66
C2 1.8302 -0.2931 6.2729  1.73
C3 2.6248 0.1015 7.5779  -1.26
C4 3.1109 1.5333 7.4647  -0.58
C5 4.0685 1.6391 6.2742  -1.25
C6 3.3680 1.3409 4.9379  1.84
N1 2.6756 0.0550 5.0805  -0.26
O1 2.0396 -0.2886 3.8537  0.11
C7 2.4903 2.5870 4.6056  -1.14
C8 4.4785 1.2488 3.8316  -1.74
C9 0.3967 0.2585 6.2924  -1.24
H1 1.0718 -2.2169 5.5777  -0.04
H2 1.3024 -2.1308 7.3716  0.41
H3 2.6803 -2.2995 6.2128  0.52
H4 1.8459 0.0595 8.3393  0.47
H5 3.4259 -0.5816 7.8601  0.34
H6 3.5726 1.7352 8.4312  0.41
H7 2.2914 2.2487 7.5327  0.32
H8 4.9713 1.0809 6.5223  0.33
H9 4.3859 2.6797 6.2078  0.48
H10 2.9557 3.5726 4.5966  0.46
H11 1.8138 2.5349 3.7525  -0.04
H12 1.7016 2.6409 5.3560  0.17
H13 4.9425 2.2350 3.8246  0.43
H14 5.1964 0.4355 3.9372  0.41
H15 4.0189 1.0266 2.8686  0.04
H16 -0.1874 0.1272 5.3816  -0.07
H17 0.4569 1.3038 6.5955  0.14
H18 -0.2325 -0.1943 7.0587  0.51
H19 1.3369 0.3577 3.7534  0.09
C10 -0.7296 -1.7493 -1.9657  -1.78
C11 -0.4608 -0.8342 -0.7481  3.56
C12 1.1012 -0.7560 -0.7272  -1.36
C13 1.7021 0.2415 0.2632  0.67
C14 1.0822 1.6459 0.0605  -1.63
C15 -0.5273 1.6920 -0.0475  2.22
N2 -0.9753 0.4965 -0.9154  0.86
O2 -2.3821 0.5684 -1.0395  -0.59
C16 -1.1164 1.7205 1.3840  -1.45
C17 -0.7971 2.9741 -0.8299  -2.20
C18 -0.9808 -1.5277 0.4702  -1.78
H20 -1.8113 -1.8702 -2.0242  0.18
H21 -0.2874 -2.7408 -1.8673  -0.01
H22 -0.4732 -1.2929 -2.9217  0.09
H23 1.5119 -1.7553 -0.5827  -0.37
H24 1.4752 -0.4572 -1.7064  0.05
H25 2.7729 0.2786 0.0629  0.45
H26 1.7850 -0.1494 1.2773  -0.23
H27 1.6593 2.0963 -0.7472  0.40
H28 1.3054 2.2391 0.9473  0.38
H29 -2.2018 1.6294 1.4248  0.39
H30 -0.7520 0.9577 2.0721  0.01
H31 -1.0179 2.7221 1.8026  0.21
H32 -0.2494 3.8293 -0.4338  0.39
H33 -0.3611 2.9021 -1.8263  0.01
H34 -1.8130 3.3277 -1.0058  0.51
H35 -0.5907 -1.1235 1.4043  -0.32
H36 -0.6953 -2.5448 0.7389  0.33
H37 -2.0702 -1.5550 0.4945  0.42
H38 -2.6456 0.1762 -0.2038  0.32
C19 -3.9862 -0.0995 -4.4727  -2.19
C20 -3.6207 1.1587 -5.3882  1.44
C21 -5.0665 1.6143 -5.7904  -1.05
C22 -5.0374 3.0726 -6.2336  -0.76
C23 -4.3793 4.0406 -5.1897  -1.10
C24 -2.8583 3.6521 -4.8829  1.45
N3 -2.8440 2.1435 -4.5876  -0.54
O3 -1.6681 1.6595 -4.0725  1.26
C25 -2.0079 3.9760 -6.0697  -1.60
C26 -2.3595 4.4250 -3.6575  -1.89
C27 -2.7911 0.6193 -6.6002  -1.70
H39 -4.5515 0.1252 -3.5682  0.45
H40 -3.0412 -0.6014 -4.2651  0.31
H41 -4.5938 -0.8396 -4.9936  0.48
H42 -5.4642 0.9658 -6.5710  0.46
H43 -5.8125 1.6154 -4.9958  0.45
H44 -6.0790 3.3785 -6.3311  0.44
H45 -4.5153 3.0429 -7.1900  0.30
H46 -5.0417 4.0987 -4.3260  0.37
H47 -4.4348 5.0289 -5.6461  0.40
H48 -1.9113 5.0211 -6.3640  0.46
H49 -1.0128 3.5313 -6.0541  0.20
H50 -2.4403 3.5397 -6.9702  0.34
H51 -1.3744 4.0258 -3.4160  0.34
H52 -2.2526 5.4717 -3.9420  0.47
H53 -2.9036 4.3776 -2.7143  0.35
H54 -3.4096 -0.1160 -7.1149  0.46
H55 -1.8062 0.2071 -6.3808  0.23
H56 -2.6044 1.3980 -7.3397  0.35
H57 -1.9068 1.3782 -3.1862  -0.18
C28 1.8802 1.0050 -4.8495  0.49
O4 2.9810 0.8676 -5.3516  -0.80
N4 0.6972 0.7579 -5.3460  -0.05
N5 1.8109 1.5760 -3.6962  -0.01
H58 0.6812 0.5897 -6.3418  0.35
H59 -0.0861 1.1661 -4.8562  0.03
H60 0.9159 1.7396 -3.2576  -0.30
H61 2.6829 1.7816 -3.2299  0.21
C29 0.2393 -4.1400 3.5022  -0.67
C30 1.4269 -5.0824 3.8061  -0.40
O5 1.6185 -5.8345 2.6411  -0.59
H62 -0.1558 -3.5927 4.3582  0.30
H63 -0.6494 -4.5913 3.0610  0.38
H64 0.6729 -3.4602 2.7687  0.07
H65 1.2144 -5.7359 4.6522  0.38
H66 2.3205 -4.5106 4.0565  0.20
H67 2.1140 -5.2336 2.0797  0.29
C31 -2.1950 4.4683 3.6234  -1.33
C32 -1.3881 3.5607 4.5536  0.61
O6 -2.0901 3.4880 5.7325  -0.59
H68 -2.4756 5.4857 3.8960  0.38
H69 -3.1209 4.0185 3.2651  0.33
H70 -1.7046 4.5741 2.6557  0.34
H71 -0.3679 3.9019 4.7296  0.08
H72 -1.3708 2.5344 4.1869  -0.02
H73 -1.4779 3.1036 6.3642  0.34
C33 3.4045 -4.2033 -4.1900  -1.33
C34 3.8196 -2.7508 -3.7268  0.69
O7 3.4021 -1.9098 -4.8026  -0.55
H74 3.3537 -4.7808 -3.2669  0.26
H75 4.1376 -4.5662 -4.9104  0.40
H76 2.3944 -4.1641 -4.5977  0.33
H77 4.8987 -2.7951 -3.5794  0.30
H78 3.3243 -2.5027 -2.7881  -0.31
H79 3.5631 -0.9856 -4.5988  0.22
C35 -4.4307 -3.0499 -2.0044  -1.00
C36 -3.8806 -3.9836 -0.9673  0.11
O8 -3.7893 -5.3518 -1.3619  -0.57
H80 -3.8005 -3.1243 -2.8906  0.19
H81 -4.6765 -2.0737 -1.5864  0.29
H82 -5.4187 -3.4280 -2.2674  0.47
H83 -4.4128 -3.9391 -0.0171  0.34
H84 -2.8867 -3.5715 -0.7930  -0.15
H85 -2.9759 -5.4502 -1.8622  0.35
C37 -4.4818 -2.1683 4.1922  -1.28
C38 -3.2440 -1.6063 3.4276  0.62
O9 -3.6874 -0.5542 2.5946  -0.46
H86 -4.9750 -1.4129 4.8039  0.36
H87 -4.1840 -3.0546 4.7525  0.38
H88 -5.1777 -2.5666 3.4538  0.31
H89 -2.8577 -2.3703 2.7529  0.08
H90 -2.4245 -1.2708 4.0631  -0.26
H91 -3.8834 0.1869 3.1725  0.31
C39 4.8683 0.4936 -2.2619  0.22
C40 5.0225 1.8472 -2.9710  -0.78
O10 4.1691 2.8037 -2.4749  -0.54
H92 5.2553 0.6734 -1.2589  0.43
H93 5.3819 -0.2822 -2.8297  0.23
H94 3.8318 0.1628 -2.1958  -0.56
H95 4.9346 1.7609 -4.0540  0.31
H96 6.0106 2.2786 -2.8110  0.44
H97 4.3561 3.0568 -1.5679  0.30
C41 1.8795 -4.6814 -0.6243  -0.66
C42 3.3568 -4.6201 -0.2479  -0.37
O11 3.4023 -4.3350 1.1219  -0.46
H98 1.4618 -5.6161 -0.2501  0.59
H99 1.6777 -4.4794 -1.6762  0.30
H100 1.2549 -3.9069 -0.1791  -0.26
H101 3.8109 -3.8578 -0.8810  0.32
H102 3.7807 -5.5874 -0.5177  0.40
H103 4.2454 -4.6912 1.4116  0.27

***

Number 1: maximum force 7.76 eV Å⁻¹. Number 2: maximum force 2.73 eV Å⁻¹. Number 3: maximum force 0.48 eV Å⁻¹. Number 4: maximum force 4.56 eV Å⁻¹. Number 5: maximum force 0.87 eV Å⁻¹. Number 6: maximum force 4.71 eV Å⁻¹.